Below is a molecular structure, C32H44BClN12O5S2V, with properties calculated with ωB97M-V/def2-TZVPD.

Structure (XYZ):
```
98
Properties=species:S:1:pos:R:3:mulliken_charge:R:1
V 1.363 -0.110 -0.033 0.596
B 2.345 -3.027 2.014 0.330
N 2.043 -3.119 0.484 -0.540
C 2.081 -4.284 -0.169 -0.704
C 1.798 -4.065 -1.505 -0.983
C 1.582 -2.692 -1.580 -0.613
N 1.736 -2.125 -0.379 0.986
N 2.518 -1.563 2.509 -0.482
C 3.114 -1.269 3.670 -0.291
C 2.952 0.080 3.933 -1.353
C 2.229 0.550 2.839 -0.727
N 1.964 -0.445 1.986 1.352
H 3.398 -3.588 2.223 -0.227
H 1.443 -3.574 2.619 -0.185
H 2.319 -5.192 0.362 0.469
H 1.764 -4.791 -2.298 0.486
H 1.313 -2.079 -2.424 0.627
H 3.607 -2.047 4.230 0.434
H 3.307 0.639 4.782 0.466
H 1.877 1.544 2.623 0.477
C 1.895 3.503 -4.149 -1.336
N 1.150 2.498 -3.420 0.473
C -0.304 2.586 -3.456 -1.084
C 1.731 1.683 -2.490 0.363
N 1.192 0.632 -1.996 0.176
N 2.996 2.087 -2.068 -0.080
C 3.740 1.528 -1.052 0.089
N 4.999 2.083 -0.960 -0.516
N 3.278 0.635 -0.254 0.065
H 2.013 4.439 -3.587 0.389
H 1.362 3.734 -5.070 0.396
H 2.876 3.126 -4.439 0.461
H -0.587 3.628 -3.611 0.474
H -0.719 2.267 -2.500 0.297
H -0.736 1.984 -4.254 0.101
H 0.300 0.365 -2.405 -0.822
H 3.271 3.023 -2.311 0.311
H 5.461 2.310 -1.825 0.220
H 5.606 1.683 -0.264 0.241
H 3.975 0.299 0.402 0.044
O -2.243 2.751 4.502 -0.721
S -1.090 3.467 4.009 1.111
O -0.179 4.008 4.977 -0.696
N -0.309 2.531 2.917 -0.352
C -0.383 3.014 1.703 0.285
S 0.171 2.260 0.291 0.293
C -1.109 4.329 1.614 0.149
C -1.344 5.126 0.507 -0.500
C -2.052 6.308 0.686 -0.657
C -2.518 6.684 1.944 -0.489
C -2.285 5.882 3.055 -0.743
C -1.581 4.713 2.853 -0.078
H -0.981 4.820 -0.465 0.459
H -2.249 6.948 -0.164 0.404
H -3.066 7.610 2.056 0.383
H -2.641 6.163 4.038 0.453
C -1.711 -3.798 -2.798 -1.487
C -0.937 -2.978 -3.799 1.070
C 0.080 -3.632 -4.494 -0.823
C 0.871 -2.994 -5.426 0.154
Cl 2.139 -3.876 -6.232 -0.262
C 0.654 -1.662 -5.724 -0.869
C -0.358 -1.000 -5.059 -0.041
C -1.149 -1.622 -4.091 0.462
O -2.120 -0.798 -3.605 -0.537
C -2.851 -1.024 -2.407 -1.422
C -2.097 -0.847 -1.083 -0.008
O -2.847 -0.834 -0.089 -0.615
O -0.843 -0.759 -1.126 0.876
H -1.339 -4.822 -2.810 0.423
H -2.776 -3.837 -3.029 0.410
H -1.586 -3.416 -1.783 0.035
H 0.256 -4.680 -4.291 0.420
H 1.255 -1.159 -6.469 0.447
H -0.582 0.031 -5.294 0.437
H -3.328 -1.999 -2.401 0.339
H -3.648 -0.282 -2.426 0.421
C -3.027 -2.519 2.315 -1.020
C -1.546 -2.738 1.929 0.424
N -0.705 -1.774 2.614 0.536
C -1.125 -0.412 2.318 1.695
C -2.546 -0.148 2.842 -1.314
N -3.050 -1.462 3.388 -0.006
C -2.210 -1.890 4.555 -0.717
C -0.746 -1.986 4.047 -0.779
H -3.503 -3.405 2.737 0.336
H -3.600 -2.128 1.478 0.488
H -1.429 -2.599 0.856 -0.721
H -1.210 -3.741 2.196 0.773
H -1.136 -0.254 1.242 -1.922
H -0.437 0.284 2.781 0.406
H -3.224 0.148 2.044 0.328
H -2.575 0.575 3.658 0.429
H -4.009 -1.332 3.696 0.327
H -2.605 -2.848 4.893 0.288
H -2.345 -1.148 5.340 0.357
H -0.322 -2.962 4.283 0.578
H -0.128 -1.223 4.523 0.402
```

Kohn-Sham gap (alpha / beta) = 6.21 / 5.50 eV
Spin multiplicity = 2
Total charge = 0
HOMO (alpha / beta) = -6.1 / -5.4 eV
Energy above the lowest of the compared OMol25 structures with the same formula, charge and spin = 0.0 kcal/mol
LUMO (alpha / beta) = 0.1 / 0.1 eV

Below is a molecular structure, C32H44Br21FNO7P3, with properties calculated with ωB97M-V/def2-TZVPD.

Structure (XYZ):
```
109
Properties=species:S:1:pos:R:3:mulliken_charge:R:1
C -3.516 -0.067 4.242 -0.769
C -4.149 0.640 2.980 -0.273
O -3.807 -0.047 1.746 0.308
P -4.588 0.648 0.444 0.456
O -5.596 1.681 0.838 -0.836
C -3.265 1.503 -0.541 -0.281
C -2.198 2.202 0.419 -0.825
C -1.169 2.939 -0.528 -0.376
C 0.293 2.944 -0.023 0.211
C 0.985 4.211 0.304 -0.151
C 0.251 5.593 0.192 -0.630
C -0.454 5.876 1.558 0.083
O -1.538 5.465 1.885 -0.446
C 2.389 4.245 0.758 0.691
C 3.164 5.542 1.147 -0.768
C 3.406 5.473 2.739 -0.511
C 2.837 6.725 3.494 -0.128
F 3.312 6.636 4.835 -0.335
C 3.160 2.986 0.870 -1.250
C 2.469 1.761 0.557 0.551
C 1.057 1.717 0.118 0.670
C 0.498 0.296 -0.180 0.336
O -0.445 0.150 -0.929 -0.613
C 1.177 -0.975 0.454 0.619
P 0.200 -2.587 0.701 0.264
N -0.402 -2.626 2.354 -0.471
O -1.191 -2.598 -0.254 -0.239
C 2.497 -0.906 0.835 -0.419
P 3.515 -2.315 1.562 -0.115
C 3.605 -3.592 0.158 -0.496
C 2.670 -3.124 3.042 -0.416
C 2.229 -4.629 2.742 -0.997
C 3.274 0.446 0.655 -0.353
O 4.477 0.471 0.560 -0.538
O -5.299 -0.482 -0.538 -0.360
C -4.410 -1.614 -0.770 0.658
C -4.813 -2.866 0.117 -0.514
H -4.252 0.070 5.084 0.352
H -3.384 -1.176 4.094 0.162
H -2.560 0.415 4.564 -0.075
H -3.779 1.700 2.912 0.258
H -5.258 0.649 3.153 0.437
H -2.741 0.801 -1.239 0.197
H -3.745 2.288 -1.190 0.258
H -1.726 1.482 1.128 0.143
H -2.786 3.008 0.944 0.684
H -1.587 3.955 -0.747 0.385
H -1.196 2.392 -1.513 0.359
H 0.943 6.417 -0.133 0.561
H -0.563 5.580 -0.586 -0.470
H 0.083 6.559 2.289 0.221
H 4.148 5.507 0.605 0.439
H 2.604 6.489 0.963 0.187
H 2.851 4.581 3.127 0.290
H 4.495 5.309 2.926 0.369
H 3.153 7.672 2.997 0.311
H 1.722 6.602 3.540 0.023
H 4.227 3.046 1.183 0.438
H -0.171 -1.772 2.866 0.242
H -1.399 -2.844 2.392 0.231
H -1.872 -2.109 0.256 -0.041
H 4.357 -3.155 -0.558 0.428
H 2.611 -3.739 -0.330 0.171
H 4.043 -4.523 0.591 -0.036
H 3.469 -3.218 3.832 0.420
H 1.854 -2.519 3.503 0.289
H 3.195 -5.198 2.619 0.345
H 1.686 -4.736 1.772 0.245
H 1.598 -5.061 3.555 0.310
H -4.450 -1.920 -1.849 0.446
H -3.356 -1.275 -0.573 -0.604
H -4.030 -3.104 0.884 0.073
H -5.775 -2.663 0.684 -0.081
H -4.947 -3.774 -0.533 0.302
C 6.313 -6.859 -0.641 -0.349
Br 6.400 -5.872 -2.300 0.009
Br 6.516 -5.690 0.884 0.003
Br 4.700 -7.920 -0.521 -0.031
H 7.150 -7.549 -0.632 0.361
C 3.702 -4.414 -5.286 0.103
Br 5.365 -3.432 -5.393 -0.002
Br 3.726 -5.992 -6.404 -0.002
Br 3.232 -4.832 -3.460 0.073
H 2.924 -3.763 -5.672 -0.160
C 3.101 -4.029 -10.157 -0.294
Br 1.645 -5.284 -9.932 -0.025
Br 3.064 -2.644 -8.808 -0.048
Br 4.814 -4.921 -10.213 -0.018
H 2.959 -3.546 -11.117 0.367
C -0.100 -3.124 -6.583 -0.020
Br -0.093 -2.067 -8.201 -0.024
Br 0.158 -2.033 -5.007 0.111
Br -1.687 -4.220 -6.448 -0.014
H 0.748 -3.801 -6.644 -0.026
C -8.653 -1.252 0.912 -0.328
Br -8.928 -2.868 -0.116 -0.045
Br -10.150 -0.879 2.079 -0.046
Br -6.982 -1.297 1.878 0.026
H -8.588 -0.431 0.205 0.391
C -1.529 5.431 -4.042 -0.339
Br -2.218 6.863 -2.939 -0.035
Br 0.353 5.119 -3.722 -0.021
Br -2.565 3.812 -3.840 0.027
H -1.630 5.748 -5.075 0.350
C -0.331 1.759 7.149 -0.382
Br 1.136 0.500 7.205 -0.001
Br -0.736 2.306 5.339 0.069
Br -1.896 1.081 8.059 -0.022
H -0.010 2.646 7.685 0.335
```

Kohn-Sham gap = 6.84 eV
Total charge = 0
HOMO = -8.0 eV
Energy above the lowest of the compared OMol25 structures with the same formula, charge and spin = 82.0 kcal/mol
LUMO = -1.1 eV